{"formula": "C17H18Cl10O8", "method": "the ωB97M-V functional and the def2-TZVPD basis", "symbols": ["O", "C", "C", "C", "O", "C", "O", "C", "C", "O", "H", "H", "H", "H", "O", "C", "C", "C", "O", "C", "O", "C", "C", "O", "H", "H", "H", "H", "Cl", "C", "Cl", "H", "H", "Cl", "C", "Cl", "H", "H", "Cl", "C", "Cl", "H", "H", "Cl", "C", "Cl", "H", "H", "Cl", "C", "Cl", "H", "H"], "coordinates": [[5.6108, 7.3708, -6.1360], [4.9519, 6.7677, -5.2348], [5.0090, 5.3637, -4.8980], [4.2934, 4.9066, -3.8921], [4.3193, 3.5881, -3.6397], [3.3827, 5.6687, -3.0382], [2.8943, 5.2560, -1.9971], [3.2233, 7.0340, -3.4680], [3.8936, 7.5612, -4.5386], [3.8616, 8.8415, -4.8366], [5.6164, 4.7411, -5.5382], [3.5758, 3.3413, -3.0848], [2.5937, 7.6940, -2.8897], [4.6653, 9.0593, -5.3145], [-2.6375, -2.1509, 0.5710], [-1.8037, -1.8178, 1.3579], [-1.9429, -2.1920, 2.7386], [-1.1753, -1.6982, 3.7766], [-1.3700, -1.9652, 5.1523], [-0.0400, -0.7160, 3.6236], [0.5685, -0.1348, 4.5746], [0.2048, -0.4999, 2.1372], [-0.5504, -0.9769, 1.0966], [-0.2585, -0.8099, -0.2273], [-2.7112, -2.8899, 3.0372], [-0.7791, -1.4124, 5.6689], [1.0699, 0.0821, 1.8559], [-0.8445, -1.4159, -0.6865], [-0.2496, -1.0452, -7.8604], [0.3533, -0.4996, -9.3625], [-0.9166, -0.2880, -10.5457], [0.8576, 0.4593, -9.2420], [1.0762, -1.2128, -9.7585], [0.0950, -1.4994, 12.7929], [-0.9439, -2.4553, 13.8955], [-0.9100, -4.2254, 13.4237], [-0.5702, -2.3015, 14.9078], [-1.9409, -2.0438, 13.7383], [-6.6302, -7.8959, 8.5317], [-4.9446, -7.3462, 8.9289], [-3.6645, -8.0985, 7.9442], [-4.9424, -6.2637, 8.8010], [-4.6490, -7.6352, 9.9374], [-4.3718, 4.3528, -4.6047], [-2.8058, 4.9892, -4.1507], [-1.8678, 5.1714, -5.7141], [-2.9459, 5.8791, -3.5372], [-2.2313, 4.2976, -3.5344], [-0.1151, -6.8162, -3.2593], [-0.6488, -8.2235, -4.2761], [-1.6102, -9.4708, -3.3902], [-1.2693, -7.7855, -5.0580], [0.2249, -8.6394, -4.7779]], "atomic_forces_ev_per_a": [[-1.5, -1.8, 2.6], [0.8, 1.5, -2.7], [1.2, 1.2, -1.3], [-0.3, -3.0, 0.4], [0.3, -0.1, -0.4], [-0.3, 2.1, 0.8], [0.3, -0.7, -0.8], [-0.2, 1.4, -1.2], [0.4, -0.7, 2.1], [-0.8, 0.5, 0.4], [0.0, -0.2, 0.2], [-0.2, 0.1, 0.6], [-0.1, -0.1, 0.1], [0.4, -0.1, -0.8], [-0.2, 0.0, -1.9], [1.2, 0.6, 1.9], [1.1, 0.2, 3.8], [-0.4, -0.1, 2.4], [-1.0, -0.7, -3.0], [1.0, 1.7, -0.7], [-2.3, -2.4, -3.2], [0.1, 0.2, -0.4], [0.1, -0.2, 0.2], [0.3, 0.3, 1.7], [-0.3, 0.0, -0.3], [0.5, 0.4, -0.1], [0.1, 0.1, 0.1], [-0.4, -0.1, -0.5], [-0.4, -0.4, 1.3], [1.2, 0.5, -1.0], [-0.4, 0.1, -0.5], [-0.2, -0.1, 0.1], [-0.2, 0.0, 0.1], [-0.1, -0.2, 0.3], [0.3, -0.2, -0.9], [-0.1, 1.3, 0.6], [-0.1, -0.4, -0.2], [0.1, -0.5, 0.2], [1.1, 0.1, 0.3], [-0.1, -0.2, 0.1], [-0.4, 0.2, -0.2], [0.1, -0.3, -0.1], [-0.7, 0.1, 0.0], [-0.3, -0.2, 0.4], [0.7, -0.4, -0.5], [-0.2, 0.4, 1.2], [0.2, 0.4, -0.8], [-0.3, -0.2, -0.3], [-0.3, -1.0, -0.4], [-0.3, 0.6, -0.1], [0.8, 0.8, -0.5], [-0.2, -0.2, 0.3], [-0.1, -0.3, 0.6]], "lumo_ev": -1.9, "e_homo_ev": -9.8, "orbital_gap_ev": 7.850}

{"formula": "C17H18ClN3O4S", "method": "the ωB97M-V functional and the def2-TZVPD basis", "symbols": ["O", "C", "N", "C", "C", "C", "C", "C", "C", "S", "N", "C", "C", "O", "C", "C", "C", "C", "C", "N", "O", "O", "C", "C", "C", "Cl", "H", "H", "H", "H", "H", "H", "H", "H", "H", "H", "H", "H", "H", "H", "H", "H", "H", "H"], "coordinates": [[-0.8336, -2.2037, 2.2804], [-1.1389, -1.6475, 1.2481], [-0.7685, -0.3944, 0.9231], [0.1989, 0.3481, 1.6916], [1.4553, 0.6053, 0.8430], [2.4783, 1.4020, 1.5918], [3.8328, 1.3053, 1.4888], [4.5227, 2.2423, 2.2907], [3.6828, 3.0427, 2.9916], [2.0324, 2.6714, 2.6884], [1.0540, 1.1893, -0.4410], [2.0269, 0.9956, -1.5022], [1.3895, 1.4158, -2.8283], [0.9709, 2.7584, -2.7983], [0.0631, 2.9697, -1.7443], [0.6825, 2.5953, -0.3966], [-2.0562, -2.3083, 0.2491], [-3.2311, -2.8695, 0.7283], [-4.0916, -3.5278, -0.1379], [-5.3231, -4.0891, 0.3697], [-5.6011, -3.8757, 1.5276], [-6.0001, -4.7330, -0.4015], [-3.7871, -3.6617, -1.4879], [-2.6087, -3.1291, -1.9676], [-1.7507, -2.4544, -1.1052], [-0.2727, -1.8385, -1.7457], [-0.9460, -0.0240, 0.0007], [0.4544, -0.2468, 2.5707], [-0.2405, 1.2944, 2.0210], [1.8972, -0.3697, 0.6004], [4.3267, 0.5793, 0.8671], [5.5944, 2.3102, 2.3405], [3.9236, 3.8328, 3.6743], [2.3008, -0.0605, -1.5520], [2.9387, 1.5927, -1.3344], [2.1100, 1.3355, -3.6437], [0.5285, 0.7617, -3.0357], [-0.1945, 4.0295, -1.7685], [-0.8452, 2.3684, -1.9075], [-0.0448, 2.7624, 0.3982], [1.5570, 3.2428, -0.2212], [-3.4703, -2.7986, 1.7791], [-4.4721, -4.1855, -2.1368], [-2.3445, -3.2333, -3.0079]], "atomic_forces_ev_per_a": [[0.0, -0.2, 0.3], [-0.3, 0.2, -0.3], [0.0, 0.4, 0.0], [0.3, -0.1, 0.0], [-0.2, -0.1, 0.0], [0.0, 0.2, 0.2], [-0.2, -0.1, 0.0], [0.1, 0.2, 0.1], [-0.3, 0.0, 0.0], [0.5, -0.3, -0.2], [0.0, 0.0, 0.0], [-0.2, 0.1, -0.3], [0.3, -0.3, 0.1], [0.1, 0.1, -0.1], [-0.1, 0.1, 0.4], [-0.1, 0.1, -0.4], [0.1, -0.2, -0.2], [-0.3, -0.1, 0.0], [1.1, 0.5, -0.4], [-0.3, -0.1, 0.1], [-0.1, 0.0, 0.3], [-0.2, -0.2, -0.2], [-0.2, -0.1, 0.2], [0.1, 0.1, 0.1], [-0.3, -0.1, 0.2], [0.2, 0.0, -0.2], [0.0, -0.2, 0.0], [0.0, 0.2, -0.1], [0.0, -0.1, 0.1], [-0.1, 0.1, 0.1], [0.0, -0.2, -0.1], [0.2, 0.0, 0.0], [0.1, 0.2, 0.1], [0.0, 0.0, 0.0], [0.0, -0.1, 0.0], [0.0, -0.1, 0.0], [0.1, 0.0, 0.0], [0.0, -0.1, 0.0], [0.0, 0.1, 0.0], [0.0, 0.1, 0.0], [-0.1, 0.0, 0.1], [0.0, 0.0, 0.0], [0.0, 0.0, 0.0], [0.0, 0.0, -0.1]], "lumo_ev": -0.8, "e_homo_ev": -9.0, "orbital_gap_ev": 8.253}

{"formula": "C17H18F2IN2O2S", "method": "the ωB97M-V functional and the def2-TZVPD basis", "symbols": ["C", "C", "S", "C", "N", "C", "C", "C", "C", "C", "C", "C", "C", "I", "C", "C", "N", "C", "O", "F", "C", "O", "F", "C", "C", "H", "H", "H", "H", "H", "H", "H", "H", "H", "H", "H", "H", "H", "H", "H", "H", "H", "H"], "coordinates": [[2.7733, 2.2836, 2.4065], [1.3175, 2.7895, 2.7313], [0.7186, 2.3385, 4.3962], [-0.3891, 0.8879, 4.2593], [-0.1577, 0.0795, 3.0324], [0.7506, -0.9496, 2.9809], [0.9579, -1.7055, 1.8505], [0.1998, -1.4106, 0.6541], [0.3548, -2.1005, -0.5872], [-0.4135, -1.6873, -1.6813], [-0.1570, -2.4445, -2.9983], [1.1125, -1.7891, -3.6695], [1.0110, -1.8122, -5.2252], [2.9427, -2.8712, -3.1475], [-1.3860, -0.6131, -1.5900], [-1.5621, 0.0589, -0.4007], [-2.4774, 1.1458, -0.1721], [-1.8664, 2.4306, -0.3811], [-0.9322, 2.6452, -1.0794], [-2.4084, 3.4312, 0.3427], [-3.7419, 0.9878, -0.8703], [-4.6952, 0.6189, -0.2712], [-3.7920, 1.3059, -2.1767], [-0.7491, -0.3438, 0.7275], [-0.8808, 0.3547, 1.9527], [3.1683, 1.5876, 3.1651], [2.7479, 1.7238, 1.4505], [3.4156, 3.1705, 2.2690], [0.6488, 2.4239, 1.9256], [1.3155, 3.8916, 2.6327], [-0.2282, 0.1991, 5.1064], [-1.4521, 1.1867, 4.2244], [1.3303, -1.1327, 3.8951], [1.7181, -2.4908, 1.8818], [1.0718, -2.9266, -0.6889], [-1.0314, -2.4360, -3.6721], [0.1414, -3.4685, -2.7168], [1.2950, -0.7647, -3.2966], [0.9749, -2.8551, -5.5880], [1.8550, -1.2730, -5.6830], [0.0577, -1.3312, -5.5201], [-1.9639, -0.3202, -2.4746], [-1.5942, 1.1847, 2.0064]], "atomic_forces_ev_per_a": [[-0.6, 0.0, -0.3], [0.5, -0.4, -1.0], [0.2, 0.1, 0.3], [-0.2, -0.4, -0.6], [-0.4, -0.2, -0.6], [0.8, -0.6, 0.1], [-0.6, 0.9, 0.0], [0.2, -0.2, -0.2], [-0.8, 0.9, 0.1], [0.0, -0.8, 0.1], [1.0, 0.7, 0.9], [-0.3, -0.1, -1.0], [-0.3, 0.0, 0.6], [-0.4, 0.3, 0.1], [0.4, -0.1, 0.4], [1.1, -1.0, -0.1], [0.0, 0.8, -1.4], [0.9, 0.8, -0.6], [-0.4, -0.3, 0.6], [-0.3, -1.3, -0.3], [-1.6, -0.3, 1.6], [0.6, 0.1, -1.0], [0.8, 0.0, 0.9], [-0.1, 0.5, 0.7], [-0.2, 0.1, -0.7], [-0.1, 0.6, -0.2], [0.1, 0.4, 0.4], [0.0, -0.7, 0.2], [0.1, 0.2, 0.6], [-0.3, -0.6, 0.5], [0.0, 0.6, -0.2], [0.6, -0.1, 0.1], [-0.4, 0.2, -0.4], [-0.4, 0.3, -0.1], [-0.4, 0.5, 0.1], [0.5, 0.0, 0.3], [-0.6, 0.3, -0.4], [-0.2, -0.5, -0.2], [0.1, 0.5, 0.1], [-0.4, -0.3, 0.1], [0.5, -0.1, 0.1], [0.3, -0.2, 0.3], [0.3, -0.4, 0.3]], "lumo_ev": -4.7, "charge": 1, "e_homo_ev": -12.0, "orbital_gap_ev": 7.353}

{"formula": "C17H18N2O", "method": "the ωB97M-V functional and the def2-TZVPD basis", "symbols": ["N", "C", "C", "C", "C", "N", "C", "C", "C", "C", "O", "C", "C", "C", "C", "C", "C", "C", "C", "C", "H", "H", "H", "H", "H", "H", "H", "H", "H", "H", "H", "H", "H", "H", "H", "H", "H", "H"], "coordinates": [[-3.7616, -2.4033, -0.6170], [-4.3876, -2.0250, 0.5088], [-3.5924, -1.2894, 1.5589], [-3.1630, -0.0511, 1.0601], [-3.7422, 1.2984, 0.7872], [-3.0725, 2.2324, 0.0947], [-1.8576, 1.5706, -0.3245], [-0.9380, 2.3243, -1.0895], [0.0436, 1.3777, -1.5767], [0.2016, -0.2385, -1.1631], [1.1748, -1.1274, -1.3685], [2.4144, -0.5969, -1.6604], [3.3973, -0.1994, -0.5734], [2.9792, 0.7901, 0.4743], [3.7204, 0.9301, 1.4075], [4.7039, 0.1813, 1.9407], [5.1062, -0.8466, 0.9836], [4.2849, -1.1082, -0.0354], [-0.8173, -0.4773, -0.2233], [-1.9037, 0.2491, -0.0198], [-2.8601, -3.0079, -0.5096], [-3.3055, -1.4993, -1.2269], [-5.2820, -1.5523, 0.1221], [-4.8079, -2.8736, 1.3046], [-2.6322, -1.6145, 1.8085], [-4.0763, -0.9874, 2.2457], [-4.6744, 1.4759, 1.3985], [-3.3110, 3.0385, 0.0321], [-0.8565, 3.1941, -1.4166], [0.9012, 1.6467, -2.2309], [2.4798, 0.3113, -2.3060], [2.8811, -1.2600, -2.3722], [2.1068, 1.3739, 0.2560], [3.5702, 1.9141, 2.1324], [5.4259, 0.0545, 2.6726], [6.0161, -1.6061, 1.1361], [4.5716, -1.8108, -1.1142], [-0.8613, -1.6296, 0.1735]], "atomic_forces_ev_per_a": [[6.0, -0.5, -5.7], [-2.5, -1.9, 5.2], [4.6, -1.6, -8.9], [3.3, 10.4, -7.7], [-2.2, -4.9, 4.4], [4.9, -14.6, 1.4], [-2.8, 5.1, -1.1], [2.3, -13.2, 1.6], [2.0, -2.5, 0.1], [-4.0, 6.3, 2.1], [-0.3, 0.5, 0.0], [3.2, 2.0, -2.2], [-3.9, -0.4, 4.7], [-6.2, -3.1, -13.4], [5.3, 7.4, 14.5], [3.1, -5.3, -5.1], [2.1, -1.3, 3.8], [0.8, -1.5, -8.4], [3.6, -7.2, -1.6], [-3.5, 0.5, 4.3], [-2.2, 1.3, 0.1], [-2.0, -3.0, 2.4], [-0.4, 0.9, 0.9], [0.7, 0.8, -2.9], [1.1, -2.3, 0.9], [-6.8, 2.5, 9.9], [0.9, 0.6, -1.2], [-3.3, 12.3, -1.1], [0.0, 7.8, -2.3], [-0.9, 0.4, 0.5], [-1.4, -0.2, 0.3], [0.4, -0.9, 0.2], [-0.1, 0.6, 0.0], [-0.3, -2.2, -1.6], [0.4, 1.7, 2.3], [-2.1, 2.0, 0.1], [-0.3, 1.0, 3.9], [0.3, 2.8, -0.7]], "lumo_ev": 0.6, "e_homo_ev": -7.5, "orbital_gap_ev": 8.035}

{"formula": "C17H18N2O", "method": "the ωB97M-V functional and the def2-TZVPD basis", "symbols": ["C", "C", "C", "O", "C", "C", "C", "C", "C", "N", "C", "N", "C", "C", "C", "C", "C", "C", "C", "C", "H", "H", "H", "H", "H", "H", "H", "H", "H", "H", "H", "H", "H", "H", "H", "H", "H", "H"], "coordinates": [[-5.9824, -1.2413, 0.9140], [-4.6116, -0.6125, 1.1237], [-4.4781, 0.6979, 0.3446], [-3.2312, 1.3300, 0.5490], [-2.1196, 0.8597, -0.0744], [-0.9239, 1.4929, 0.2762], [0.2663, 1.1196, -0.3057], [0.3032, 0.1025, -1.2552], [1.6185, -0.3171, -1.8663], [2.5521, -0.7410, -0.8536], [2.5351, -1.9294, -0.1878], [3.4406, -2.0380, 0.7329], [4.1195, -0.8454, 0.7123], [5.1896, -0.4022, 1.4814], [5.6746, 0.8645, 1.2356], [5.1207, 1.6833, 0.2490], [4.0596, 1.2645, -0.5273], [3.5635, -0.0074, -0.2851], [-0.8811, -0.5272, -1.5977], [-2.0852, -0.1578, -1.0218], [-6.7676, -0.5674, 1.2486], [-6.0620, -2.1683, 1.4756], [-6.1471, -1.4623, -0.1386], [-3.8310, -1.3071, 0.8069], [-4.4547, -0.4017, 2.1831], [-4.6635, 0.5349, -0.7246], [-5.2134, 1.4202, 0.7111], [-0.9606, 2.2803, 1.0120], [1.1806, 1.6167, -0.0162], [2.0682, 0.5193, -2.4106], [1.4591, -1.1414, -2.5687], [1.8266, -2.6992, -0.4291], [5.6157, -1.0378, 2.2409], [6.5042, 1.2394, 1.8167], [5.5338, 2.6688, 0.0914], [3.6381, 1.9060, -1.2883], [-0.8742, -1.3219, -2.3305], [-2.9826, -0.6741, -1.3238]], "atomic_forces_ev_per_a": [[0.2, 0.1, 0.0], [0.0, 0.2, -0.2], [-0.3, -0.4, 0.1], [0.3, 0.1, 0.0], [0.2, 0.0, -0.1], [-0.1, 0.0, 0.0], [-0.1, 0.0, 0.0], [0.0, -0.1, -0.2], [-0.4, 0.1, -0.1], [0.3, -0.1, 0.0], [0.1, -0.1, 0.1], [0.0, -0.5, 0.3], [-0.2, 0.5, -0.5], [-0.1, 0.0, -0.1], [0.1, 0.0, 0.2], [0.0, 0.1, -0.1], [-0.1, 0.1, -0.1], [0.5, -0.1, 0.5], [0.3, 0.1, 0.0], [-0.4, 0.1, 0.2], [-0.1, 0.0, 0.0], [-0.1, -0.1, 0.0], [-0.1, -0.1, -0.1], [0.0, 0.0, 0.1], [0.1, 0.0, 0.0], [0.0, 0.1, 0.1], [0.0, -0.1, -0.1], [0.0, 0.1, 0.1], [0.1, 0.1, 0.1], [0.0, -0.2, 0.0], [0.1, 0.2, 0.0], [-0.2, -0.1, -0.1], [0.1, -0.1, 0.1], [0.1, 0.0, 0.1], [0.0, 0.1, 0.0], [0.0, 0.1, -0.1], [0.0, -0.1, -0.1], [-0.1, 0.0, 0.0]], "lumo_ev": 0.7, "e_homo_ev": -8.4, "orbital_gap_ev": 9.127}